[1]
The following is a DFT calculation (ωB97M-V with the def2-TZVPD basis set) of a cluster of 6 separate species, C30H42O15 in total at a distorted geometry.

CARTESIAN COORDINATES (ANGSTROEM)
1 O 2.75 3.69 -2.70
2 C 1.92 4.15 -1.96
3 C 1.14 5.37 -2.19
4 C 0.39 5.98 -1.26
5 O -0.25 7.14 -1.51
6 C 0.07 5.32 0.04
7 O -0.66 5.77 0.90
8 C 0.75 4.05 0.26
9 C 1.58 3.51 -0.63
10 O 2.21 2.35 -0.34
11 H 1.34 5.89 -3.11
12 H -0.85 7.26 -0.76
13 H 0.56 3.51 1.18
14 H 2.89 2.16 -1.00
15 O -3.74 -7.79 -4.75
16 C -3.02 -6.94 -4.26
17 C -1.64 -7.23 -3.88
18 C -0.88 -6.32 -3.26
19 O 0.37 -6.63 -2.87
20 C -1.35 -4.92 -2.91
21 O -0.62 -4.09 -2.43
22 C -2.70 -4.63 -3.44
23 C -3.49 -5.57 -3.98
24 O -4.71 -5.30 -4.45
25 H -1.35 -8.24 -4.11
26 H 0.75 -5.82 -2.49
27 H -3.11 -3.63 -3.34
28 H -5.04 -6.08 -4.93
29 O 4.44 0.67 1.00
30 C 4.44 0.55 2.19
31 C 5.47 -0.27 2.87
32 C 5.45 -0.53 4.18
33 O 6.34 -1.36 4.73
34 C 4.48 0.09 5.15
35 O 4.33 -0.14 6.32
36 C 3.58 1.08 4.50
37 C 3.59 1.29 3.18
38 O 2.74 2.17 2.61
39 H 6.05 -0.91 2.22
40 H 6.18 -1.52 5.67
41 H 2.90 1.63 5.14
42 H 2.73 2.08 1.64
43 C 2.36 -4.24 6.64
44 C 1.82 -2.83 6.43
45 O 0.61 -2.97 5.71
46 C -0.27 -1.88 5.88
47 C 0.12 -0.72 4.92
48 H 2.55 -4.77 5.70
49 H 3.24 -4.22 7.29
50 H 1.64 -4.84 7.20
51 H 1.79 -2.34 7.41
52 H 2.55 -2.20 5.91
53 H -1.29 -2.15 5.63
54 H -0.22 -1.43 6.87
55 H 0.86 -0.03 5.34
56 H -0.75 -0.10 4.71
57 H 0.49 -1.22 4.02
58 C -1.39 3.37 -3.38
59 C -2.61 2.92 -4.16
60 O -3.57 3.95 -4.14
61 C -4.40 3.99 -5.25
62 C -5.45 2.87 -5.25
63 H -1.45 3.44 -2.30
64 H -0.47 2.83 -3.64
65 H -1.16 4.34 -3.82
66 H -2.29 2.66 -5.18
67 H -3.01 1.96 -3.83
68 H -4.91 4.95 -5.36
69 H -3.82 3.94 -6.18
70 H -6.03 2.91 -4.32
71 H -5.06 1.86 -5.35
72 H -6.20 3.03 -6.04
73 C -0.88 -0.60 -2.86
74 C -0.58 -0.70 -1.37
75 O -0.59 0.66 -0.91
76 C -1.01 0.85 0.42
77 C -0.07 0.26 1.47
78 H -0.99 -1.63 -3.22
79 H -1.85 -0.17 -3.10
80 H -0.17 -0.03 -3.46
81 H -1.37 -1.23 -0.84
82 H 0.44 -1.05 -1.20
83 H -1.09 1.93 0.54
84 H -2.02 0.44 0.61
85 H -0.29 0.80 2.40
86 H 0.98 0.37 1.19
87 H -0.26 -0.79 1.68

The calculation puts the highest occupied orbital energy at -9.53 eV. The spin multiplicity is 1. The HOMO-LUMO gap is 7.8 eV. Its SMILES is O=C1C=C(O)C(=O)C=C1O.O=C1C=C(O)C(=O)C=C1O.O=C1C=C(O)C(=O)C=C1O.CCOCC.CCOCC.CCOCC. The value obtained for the lowest unoccupied orbital energy is -1.69 eV. Its charge is 0.

=====

[2]
The following is a DFT calculation (ωB97M-V with the def2-TZVPD basis set) of a structure of composition C30H43AsN6O7OsS2Si3 at a distorted geometry.

CARTESIAN COORDINATES (ANGSTROEM)
1 Os 1.08 0.34 -0.11
2 O 4.03 -3.25 3.93
3 C 4.51 -3.55 2.73
4 O 5.25 -4.47 2.53
5 C 4.08 -2.70 1.57
6 C 4.59 -2.88 0.31
7 N 3.95 -2.02 -0.51
8 N 3.03 -1.29 0.14
9 C 3.10 -1.70 1.40
10 C 2.18 -1.05 2.35
11 O 2.29 -1.16 3.55
12 O 1.20 -0.36 1.78
13 H 3.45 -2.46 3.90
14 H 5.35 -3.56 -0.04
15 H 4.09 -1.89 -1.50
16 N 1.13 2.89 -3.45
17 C -0.21 3.12 -3.13
18 C -1.16 3.98 -3.66
19 C -2.37 4.02 -3.01
20 C -2.63 3.22 -1.88
21 C -1.68 2.35 -1.39
22 C -0.46 2.30 -2.04
23 N 0.71 1.57 -1.75
24 C 1.64 2.02 -2.59
25 C 3.05 1.71 -2.39
26 C 4.13 2.05 -3.13
27 S 5.54 1.63 -2.29
28 C 4.61 1.03 -1.00
29 N 3.32 1.12 -1.18
30 H 1.66 3.37 -4.17
31 H -0.95 4.61 -4.52
32 H -3.15 4.68 -3.38
33 H -3.59 3.29 -1.39
34 H -1.87 1.71 -0.55
35 H 4.17 2.51 -4.11
36 H 5.07 0.60 -0.11
37 N 1.76 2.24 1.09
38 C 0.72 3.00 1.75
39 C 0.73 4.39 1.66
40 C -0.28 5.13 2.24
41 C -1.30 4.43 2.87
42 C -1.28 3.05 3.06
43 C -0.28 2.33 2.45
44 S -2.80 5.36 3.45
45 O -2.83 6.63 2.79
46 O -2.07 5.32 4.77
47 O -3.94 4.51 3.36
48 H 2.32 1.74 1.78
49 H 2.39 2.86 0.60
50 H 1.52 4.90 1.12
51 H -0.31 6.21 2.17
52 H -2.08 2.56 3.61
53 H -0.24 1.25 2.55
54 C -2.49 -3.11 -2.69
55 Si -1.42 -1.62 -2.61
56 C -2.33 -0.26 -3.45
57 C 0.25 -1.87 -3.41
58 As -0.79 -1.24 -0.28
59 Si -2.61 -0.79 1.35
60 C -1.92 -1.03 3.03
61 C -3.39 0.87 1.18
62 C -3.87 -2.05 0.89
63 Si -0.18 -3.52 0.43
64 C 0.18 -3.55 2.24
65 C 1.29 -4.00 -0.57
66 C -1.51 -4.73 0.02
67 H -2.99 -3.10 -3.67
68 H -3.28 -3.10 -1.93
69 H -1.94 -4.04 -2.61
70 H -2.72 -0.71 -4.37
71 H -1.70 0.58 -3.72
72 H -3.18 0.11 -2.87
73 H 0.23 -1.46 -4.42
74 H 0.50 -2.93 -3.49
75 H 1.04 -1.38 -2.85
76 H -0.85 -0.81 3.11
77 H -2.08 -2.06 3.37
78 H -2.46 -0.37 3.72
79 H -2.71 1.72 1.21
80 H -4.07 0.97 2.04
81 H -4.00 0.92 0.27
82 H -3.49 -3.07 0.94
83 H -4.27 -1.86 -0.11
84 H -4.69 -1.97 1.60
85 H 0.41 -2.58 2.68
86 H 1.04 -4.20 2.40
87 H -0.67 -3.97 2.78
88 H 2.15 -3.38 -0.37
89 H 1.08 -3.98 -1.64
90 H 1.55 -5.03 -0.30
91 H -2.52 -4.35 -0.09
92 H -1.53 -5.47 0.83
93 H -1.25 -5.26 -0.90

The value obtained for the energy above the lowest of the compared OMol25 structures with the same formula, charge and spin is 1.052 eV. The calculation puts the highest occupied orbital energy (spin up / spin down) at -14.23 / -14.24 eV. The spin multiplicity is 5. The HOMO-LUMO gap (spin up / spin down) is 8.3 / 6.5 eV. The value obtained for the lowest unoccupied orbital energy (spin up / spin down) is -5.98 / -7.74 eV. Its charge is +2.

=====

[3]
The following is a DFT calculation (ωB97M-V with the def2-TZVPD basis set) of a structure of composition C30H43BiF5P2S at a distorted geometry.

CARTESIAN COORDINATES (ANGSTROEM)
1 Bi 0.07 0.01 -3.20
2 C -0.58 -2.73 1.42
3 C 0.79 -2.74 0.99
4 C 0.55 -1.10 2.60
5 C -0.71 -1.76 2.44
6 C 1.47 -1.72 1.70
7 C -1.67 -3.58 0.90
8 H -1.43 -3.97 -0.09
9 H -2.60 -3.00 0.82
10 H -1.86 -4.43 1.57
11 C -1.92 -1.45 3.23
12 H -2.75 -2.07 2.90
13 H -2.22 -0.40 3.11
14 H -1.74 -1.63 4.30
15 C 0.83 0.01 3.52
16 H 0.62 -0.28 4.56
17 H 0.19 0.88 3.30
18 H 1.87 0.33 3.45
19 C 2.91 -1.38 1.56
20 H 3.53 -1.98 2.23
21 H 3.08 -0.33 1.80
22 H 3.26 -1.55 0.53
23 C 1.38 -3.68 0.01
24 H 1.74 -4.58 0.52
25 H 2.23 -3.22 -0.50
26 H 0.65 -3.98 -0.74
27 C -1.69 1.15 -6.21
28 C -2.00 -0.20 -6.13
29 C -1.14 -1.31 -6.60
30 C 0.37 -1.06 -6.39
31 C 0.74 -0.17 -5.22
32 C 0.90 1.23 -5.42
33 C 0.65 1.90 -6.73
34 C -0.74 1.61 -7.30
35 H -1.31 -1.52 -7.67
36 H 0.81 -0.67 -7.32
37 H -1.45 -2.23 -6.06
38 H -0.66 0.86 -8.11
39 H -2.53 1.86 -6.12
40 H -3.05 -0.48 -5.98
41 H -1.12 2.50 -7.80
42 H 0.76 3.00 -6.62
43 H 1.44 1.86 -4.73
44 H 1.42 1.63 -7.47
45 H 0.85 -2.02 -6.21
46 H 1.40 -0.80 -4.55
47 P -1.99 1.59 -3.94
48 P 1.51 2.51 -2.34
49 C -1.12 3.19 -3.79
50 C 0.25 3.62 -3.12
51 H -1.90 3.78 -3.26
52 H -1.12 3.54 -4.85
53 H 0.81 4.22 -3.88
54 H -0.03 4.32 -2.30
55 C 2.22 3.40 -0.93
56 H 2.41 2.64 -0.14
57 H 1.52 4.15 -0.53
58 H 3.16 3.88 -1.23
59 C 3.19 2.13 -3.16
60 H 3.56 2.99 -3.75
61 H 3.12 1.22 -3.79
62 H 3.87 1.91 -2.32
63 C -3.60 1.70 -3.24
64 H -3.98 0.74 -2.81
65 H -4.32 2.01 -4.03
66 H -3.61 2.42 -2.42
67 C -2.12 -0.89 -3.57
68 H -2.18 -1.22 -2.53
69 H -1.41 -1.48 -4.19
70 H -3.11 -0.92 -4.05
71 F 0.25 5.06 4.06
72 C -0.22 4.43 2.97
73 C -0.06 4.97 1.71
74 F 0.60 6.15 1.57
75 C -0.57 4.31 0.61
76 F -0.74 5.02 -0.54
77 C -1.10 2.98 0.70
78 S -1.42 2.01 -0.65
79 C -1.39 2.56 2.01
80 F -2.29 1.55 2.14
81 C -0.93 3.23 3.13
82 F -1.18 2.74 4.37

The value obtained for the energy above the lowest of the compared OMol25 structures with the same formula, charge and spin is 4.974 eV. The calculation puts the highest occupied orbital energy (spin up / spin down) at -8.57 / -8.65 eV. The spin multiplicity is 1. The HOMO-LUMO gap (spin up / spin down) is 3.4 / 3.5 eV. The value obtained for the lowest unoccupied orbital energy (spin up / spin down) is -5.12 / -5.12 eV. Its charge is +1.

=====

| no. | molar mass (u) |
| --- | --- |
| 1 | 642.65 |
| 2 | 1013.25 |
| 3 | 801.66 |